Record 1
{
  "formula": "C18H38BeFN2O2",
  "method": "the ωB97M-V functional and the def2-TZVPD basis",
  "lumo_ha": -0.303,
  "spin_multiplicity": 1,
  "e_homo_ha": -0.404,
  "molar_mass_g_mol": 342.524,
  "total_charge": 1,
  "e_tot_ha": -1082.6983,
  "symbols": ["H", "H", "H", "C", "H", "C", "C", "C", "H", "H", "C", "H", "H", "H", "H", "H", "H", "C", "C", "H", "H", "H", "H", "H", "H", "C", "N", "H", "H", "H", "H", "Be", "C", "N", "H", "C", "C", "H", "H", "H", "C", "O", "H", "C", "H", "O", "H", "H", "C", "H", "C", "H", "H", "H", "H", "H", "F", "C", "H", "C", "H", "C"],
  "coordinates": [[-2.52, 4.37, -1.20], [4.63, -1.67, 1.03], [3.82, -3.54, -0.69], [3.03, -0.80, -0.15], [1.29, -1.64, 1.96], [4.49, -1.20, 0.06], [1.72, -2.98, -0.53], [2.72, 0.52, 0.54], [5.13, -0.31, 0.02], [2.65, -1.43, -3.54], [-0.89, 3.90, 1.24], [-0.82, -0.64, 0.34], [-0.58, 3.56, 2.23], [-1.14, 0.73, 2.25], [-4.21, 0.20, 1.63], [-4.48, -0.33, 0.09], [-3.24, 0.40, -1.92], [0.43, -3.65, -0.08], [-2.14, 3.14, 0.71], [3.06, -4.29, 0.60], [-0.08, 3.65, 0.56], [-0.99, 4.98, 1.27], [-4.34, 3.38, 0.82], [-2.15, -1.40, -0.55], [-4.74, 1.33, 0.37], [-2.56, 1.03, -1.35], [-1.86, 1.71, 0.91], [-1.10, 3.31, -1.21], [2.11, 0.27, -1.81], [-3.99, 2.55, -1.28], [-3.59, 3.44, 2.33], [-0.14, -0.74, 5.28], [-1.91, -0.69, 0.23], [2.06, -1.79, 0.25], [3.61, -2.34, -2.43], [-4.04, 0.53, 0.61], [-3.42, 3.73, 1.29], [0.36, -3.74, 1.01], [0.30, -4.68, -0.41], [1.65, 0.76, 0.57], [-2.96, 2.46, -1.64], [2.10, -2.06, 1.59], [-0.49, -3.15, -0.39], [2.87, -4.01, -0.44], [1.44, -3.45, -2.63], [-1.84, 1.40, 2.27], [-1.56, 0.86, -1.76], [4.97, -1.84, -0.69], [1.52, -2.55, -2.01], [3.26, 1.39, 0.17], [2.92, -0.45, -1.66], [-2.20, -1.17, 1.18], [2.80, 0.45, 1.64], [-3.00, 2.67, -2.71], [0.64, -1.91, -2.09], [-3.43, 4.82, 1.27], [0.29, -0.58, 3.07], [2.71, -1.72, -2.49], [2.69, -4.91, -1.02], [-2.59, 0.68, 0.13], [3.83, 0.01, -2.03], [-2.11, 3.44, -0.81]]
}

Record 2
{
  "formula": "C18H38F2I2KMgN3O5",
  "method": "the ωB97M-V functional and the def2-TZVPD basis",
  "lumo_ha": -0.374,
  "spin_multiplicity": 1,
  "e_homo_ha": -0.414,
  "molar_mass_g_mol": 731.725,
  "total_charge": 2,
  "e_tot_ha": -2843.3912,
  "symbols": ["H", "H", "K", "C", "H", "C", "H", "C", "O", "H", "N", "C", "H", "I", "H", "C", "H", "H", "H", "C", "C", "H", "O", "H", "H", "H", "C", "H", "H", "H", "H", "H", "C", "H", "H", "F", "I", "H", "H", "H", "O", "H", "H", "H", "C", "C", "C", "H", "H", "C", "F", "H", "H", "N", "H", "O", "Mg", "C", "H", "C", "O", "N", "H", "H", "C", "C", "H", "C", "H", "H"],
  "coordinates": [[1.50, -0.58, -1.14], [-1.89, 3.78, 2.69], [3.61, -2.39, -4.97], [0.77, -3.16, 3.52], [-0.45, 1.60, 4.89], [0.31, -0.27, -3.55], [-1.76, 2.73, 4.58], [0.65, -1.81, 1.58], [-0.23, 2.00, -4.08], [-3.07, 1.01, 2.34], [2.74, -0.51, -2.90], [-1.24, 1.86, 4.18], [1.58, -2.90, -1.01], [-0.26, -3.58, -3.10], [-5.87, 0.90, 2.41], [2.27, 2.00, -1.18], [4.22, 1.07, -1.46], [3.99, 2.49, -2.37], [2.16, 3.04, -1.00], [1.95, -3.48, 2.61], [-1.33, 3.03, 2.12], [1.06, -2.40, 4.25], [-4.91, 2.54, 1.57], [-4.28, 0.91, 0.44], [-0.52, -0.92, -3.74], [1.41, 1.60, -1.67], [-4.36, 1.69, 3.74], [0.45, 0.79, -5.52], [-2.01, 2.49, 1.45], [1.85, -4.48, 2.17], [3.55, -1.06, -3.17], [0.82, -0.79, 1.93], [2.23, -2.47, -1.74], [-2.48, 0.36, 5.12], [0.17, 0.10, -2.55], [0.20, 0.72, -0.23], [4.02, -3.69, -1.67], [3.18, -0.75, -0.78], [0.24, -1.75, 0.58], [-4.80, 1.31, 4.67], [1.94, -1.15, -5.07], [-5.94, 1.48, 0.12], [2.32, 1.49, -0.25], [3.53, 1.00, -3.96], [0.19, 0.93, -4.48], [-5.44, 1.86, 2.70], [-0.25, -2.59, 2.53], [-4.55, 2.44, -0.41], [-6.24, 2.47, 3.12], [1.57, -2.53, -3.14], [3.05, 1.04, -6.47], [2.16, -3.13, -3.82], [-1.01, -1.97, 3.00], [-3.34, 0.76, 3.28], [2.91, -3.42, 3.11], [-0.63, 2.15, 2.97], [4.31, 0.85, -7.67], [3.47, 1.63, -2.01], [-0.75, -3.41, 2.01], [1.56, -1.05, -3.67], [1.91, -2.51, 1.55], [2.91, 0.92, -3.17], [-3.93, 2.68, 3.95], [-1.58, -0.20, 3.72], [2.43, -0.99, -1.52], [-4.93, 1.79, 0.37], [1.23, -1.66, -5.47], [-2.17, 0.63, 4.11], [-0.60, 3.54, 1.50], [0.42, -4.04, 4.06]]
}